Entry 1:
This record from OMol25 describes a molecular structure, C4H7N3. The level of theory is the ωB97M-V functional and the def2-TZVPD basis.

As for the net charge: 0.

Atoms and positions in Å:
N  -1.219  -2.892  0.604
C  -1.857  -1.923  0.225
C  1.693  2.537  0.421
C  0.968  0.137  -0.442
C  -2.436  -0.879  -0.297
N  0.363  1.175  -0.140
N  2.853  2.371  0.150
H  -1.406  -3.240  1.542
H  3.161  1.460  -0.262
H  0.649  2.840  0.463
H  2.094  0.043  -0.367
H  0.471  -0.745  -0.851
H  -1.982  0.097  -0.189
H  -3.352  -0.982  -0.857


Entry 2:
This record from OMol25 describes a molecular structure, C33H48AgN2P2. The level of theory is the ωB97M-V functional and the def2-TZVPD basis.

As for the net charge: -1.

Atoms and positions in Å:
Ag  0.022  0.739  0.626
C  -2.334  -4.346  -2.422
C  -0.834  -4.091  -2.284
C  -0.140  -4.264  -3.639
P  -0.556  -2.363  -1.679
C  -1.253  -2.381  0.047
C  -2.703  -1.894  0.092
C  -1.053  -3.667  0.842
C  1.239  -2.367  -1.277
C  1.973  -3.521  -0.988
C  3.334  -3.488  -0.719
C  3.982  -2.253  -0.731
C  3.275  -1.094  -0.996
C  1.894  -1.115  -1.262
N  1.133  0.031  -1.411
C  1.547  1.051  -2.188
C  2.555  0.927  -3.195
C  2.918  1.983  -4.002
C  2.299  3.237  -3.892
C  1.292  3.367  -2.952
C  0.906  2.322  -2.108
P  -0.510  2.520  -0.986
C  -0.187  4.163  -0.202
C  1.166  4.137  0.510
C  -1.283  4.540  0.799
C  -1.924  2.778  -2.132
C  -3.244  2.431  -1.427
C  -1.774  1.899  -3.374
H  -2.514  -5.320  -2.891
H  -2.800  -3.580  -3.052
H  -2.852  -4.343  -1.459
H  -0.431  -4.825  -1.581
H  -0.591  -3.596  -4.380
H  -0.253  -5.292  -4.002
H  0.925  -4.036  -3.594
H  -0.648  -1.613  0.536
H  -3.407  -2.663  -0.242
H  -2.845  -1.015  -0.541
H  -2.980  -1.621  1.117
H  -1.681  -4.476  0.451
H  -1.333  -3.515  1.891
H  -0.013  -4.001  0.829
H  1.475  -4.484  -0.985
H  3.874  -4.401  -0.500
H  5.040  -2.195  -0.504
H  3.780  -0.134  -0.968
H  3.033  -0.037  -3.327
H  3.688  1.828  -4.752
H  2.590  4.068  -4.521
H  0.779  4.323  -2.868
H  -0.164  4.912  -0.999
H  1.217  3.312  1.227
H  1.307  5.067  1.071
H  1.997  4.021  -0.187
H  -1.365  3.783  1.584
H  -2.262  4.653  0.336
H  -1.038  5.493  1.277
H  -1.916  3.835  -2.417
H  -3.259  1.367  -1.171
H  -4.094  2.629  -2.088
H  -3.404  2.983  -0.503
H  -1.605  0.854  -3.092
H  -0.937  2.202  -4.006
H  -2.694  1.942  -3.964
C  -1.402  0.636  5.660
N  -1.839  0.337  4.314
C  -1.932  1.561  3.531
C  -1.025  -0.707  3.674
C  0.466  -0.451  3.584
C  1.298  -0.888  4.619
C  2.667  -0.650  4.586
C  3.204  0.033  3.498
C  2.367  0.449  2.462
C  0.982  0.216  2.469
H  -2.128  1.301  6.134
H  -0.411  1.115  5.704
H  -1.349  -0.286  6.247
H  -2.631  2.246  4.023
H  -2.309  1.343  2.529
H  -0.969  2.073  3.411
H  -1.405  -0.832  2.657
H  -1.216  -1.638  4.219
H  0.863  -1.428  5.458
H  3.305  -1.003  5.388
H  4.273  0.218  3.441
H  2.825  0.949  1.612


Entry 3:
This record from OMol25 describes 2 unconnected molecules or ions with the total composition CHI2NO. The level of theory is the ωB97M-V functional and the def2-TZVPD basis.

The spin multiplicity is 3. As for the net charge: 0. Its expectation value of S² is 2.01.

Atoms and positions in Å:
C  0.148  1.550  -0.862
N  0.618  1.629  0.224
O  0.803  1.573  1.415
I  0.464  1.573  -2.879
I  -1.196  -1.657  0.178
H  -0.448  -0.151  0.366


Entry 4:
This record from OMol25 describes C3H6O2 in the gas phase. The level of theory is the ωB97M-V functional and the def2-TZVPD basis.

As for the net charge: 0.

Atoms and positions in Å:
C  -0.376  -0.126  -0.261
C  0.274  0.591  0.854
C  0.226  -1.118  -1.117
O  -0.567  -0.384  1.162
O  -0.052  1.992  1.223
H  -1.159  0.559  -0.745
H  1.324  0.441  1.249
H  -0.256  -0.899  -2.164
H  0.139  -2.104  -0.591
H  1.407  -0.906  -1.233
H  -0.960  1.955  1.623


Energy list, top to bottom, in Eh: -320.68242; -2225.48706; -763.84849; -268.30551
Energy above the lowest of the compared OMol25 structures with the same formula, charge and spin list, top to bottom, in kJ/mol: 527.41; 37.60; 212.09; 261.81
M list, top to bottom, in g/mol: 97.121; 642.577; 296.833; 74.079